No. 1
11
Properties=species:S:1:pos:R:3:forces:R:3:lowdin_charge:R:1 method="wB97M-V/def2-TZVPD" charge=0 orbital_gap_ev="7.3473 / 7.6355" relative_energy_kj_mol=284.7
C 0.436 0.047 0.120 1.3 0.1 0.7 -0.651
C 1.846 0.464 -0.105 1.6 -2.7 0.5 -0.044
N -0.393 1.076 -0.162 -0.2 1.2 -0.4 -0.423
N 0.030 -1.084 0.464 -4.1 0.5 -0.3 0.126
O -4.225 -0.456 -0.273 -3.0 0.5 -0.5 -0.653
S -1.941 1.116 -0.240 -0.4 -1.0 0.1 0.738
S -2.853 -0.754 -0.005 3.1 -0.1 0.5 0.619
H 1.865 1.521 0.027 0.8 0.6 -0.5 0.059
H 1.996 0.009 -1.094 0.4 1.2 -0.4 0.087
H 2.671 -0.139 0.461 -1.8 1.3 -0.3 0.114
H 0.568 -1.800 0.807 2.2 -1.5 0.5 0.028

=====

No. 2
11
Properties=species:S:1:pos:R:3:forces:R:3:lowdin_charge:R:1 method="wB97M-V/def2-TZVPD" charge=-1 orbital_gap_ev="6.0378 / 6.0335" relative_energy_kj_mol=298.3
C -0.316 -0.037 0.409 1.9 0.2 1.0 -0.348
C 0.108 -0.410 -1.008 0.3 1.2 -1.0 -0.387
C -0.540 -1.487 -0.114 -0.1 1.3 -0.6 -0.667
O 4.423 -2.316 0.600 -1.7 0.1 1.2 -0.530
O 3.393 -3.319 2.606 -0.2 0.4 -0.5 -0.533
S 3.358 -2.237 1.630 2.1 -0.2 -0.6 0.612
Br 0.824 -2.732 0.569 0.3 -0.5 0.1 0.528
H 0.559 0.245 1.243 -2.6 -0.7 -2.3 0.123
H -1.270 0.539 0.360 1.0 -0.2 0.8 0.062
H -0.518 0.114 -1.761 -0.2 -0.8 0.4 0.055
H 1.126 -0.287 -1.494 -0.7 -0.7 1.5 0.085

=====

No. 3
36
Properties=species:S:1:pos:R:3:forces:R:3:lowdin_charge:R:1 method="wB97M-V/def2-TZVPD" charge=0 orbital_gap_ev=10.0435 relative_energy_kj_mol=472.0
O -0.477 0.452 0.603 -2.1 -0.6 -2.6 -0.050
H -0.394 -0.035 1.394 0.3 -0.7 1.7 -0.002
H -1.252 -0.026 0.145 1.9 1.2 0.8 0.055
O -2.915 0.173 -1.643 -0.7 -2.6 2.3 -0.075
H -2.835 0.858 -0.983 -0.1 1.2 0.0 0.002
H -3.179 -0.606 -1.015 0.5 1.9 -2.0 0.106
O -4.530 -2.994 3.199 0.7 2.2 1.8 -0.038
H -4.668 -3.614 2.529 -0.2 -1.3 -1.8 -0.005
H -3.981 -2.258 2.865 -0.5 -0.8 0.0 0.043
O -4.041 2.980 -0.569 0.0 -0.2 0.5 -0.051
H -4.252 2.814 0.361 0.0 0.1 -0.3 0.046
H -3.967 3.937 -0.622 0.0 0.0 -0.1 0.040
O 1.089 -2.329 -2.946 1.6 0.5 -0.9 -0.077
H 1.922 -2.044 -3.423 -1.5 -0.5 1.0 0.067
H 0.811 -1.563 -2.431 0.0 -0.1 -0.2 0.006
O -1.894 -1.842 -3.120 -1.3 -2.9 1.1 -0.049
H -2.577 -2.106 -2.441 1.1 -0.2 -1.4 0.054
H -1.912 -0.936 -2.958 0.2 2.8 0.0 -0.045
O 1.643 3.071 -1.280 0.1 0.1 -0.8 -0.067
H 1.985 3.233 -2.183 -0.2 -0.1 0.8 0.049
H 0.828 2.572 -1.405 0.0 0.0 0.0 0.025
O 4.111 1.271 -1.582 0.3 0.0 -5.4 -0.043
H 3.393 1.050 -2.262 1.7 0.5 1.5 0.071
H 3.690 1.133 -0.801 -1.9 -0.6 3.9 -0.049
O 4.056 -0.166 2.212 4.3 -0.2 -1.0 -0.055
H 4.752 0.461 2.480 -0.9 -0.1 -0.1 0.059
H 3.220 0.099 2.459 -2.4 1.2 1.1 -0.026
O 2.547 -1.931 2.302 -0.7 -1.4 2.2 -0.047
H 2.205 -2.323 3.146 0.9 0.4 -0.7 0.092
H 1.727 -1.831 1.856 -0.9 0.4 -1.0 -0.013
O -0.521 4.106 2.456 0.2 1.3 0.5 -0.076
H -0.810 4.527 1.640 0.0 -0.3 -0.2 0.025
H -0.238 4.898 2.968 -0.2 -1.0 -0.3 0.052
O 1.315 -3.136 0.087 -0.6 0.8 -4.7 0.005
H 1.127 -2.198 -0.022 0.1 -0.1 -0.2 0.025
H 1.342 -3.294 0.963 0.4 -1.1 4.5 -0.052

=====

No. 4
31
Properties=species:S:1:pos:R:3:forces:R:3:lowdin_charge:R:1 method="wB97M-V/def2-TZVPD" charge=-1 orbital_gap_ev=8.7546 relative_energy_kj_mol=37.4
Rb 1.443 -1.012 -0.419 0.3 0.1 -0.1 1.140
B 1.035 -3.734 -2.311 0.7 0.5 -0.5 -1.279
F 1.400 -5.040 -2.581 -0.4 -0.2 0.1 0.124
F 0.420 -3.118 -3.432 0.0 -0.1 0.1 0.071
F 0.165 -3.592 -1.221 -0.2 -0.1 0.3 0.056
F 2.233 -3.006 -2.000 -0.2 -0.1 -0.2 -0.042
B 3.760 -0.393 1.664 1.0 0.8 0.1 -1.323
F 2.930 0.760 1.736 -0.5 0.0 0.2 0.045
F 4.733 -0.312 2.670 -0.1 -0.1 -0.2 0.099
F 2.998 -1.541 1.829 -0.5 -0.5 0.1 0.048
F 4.324 -0.378 0.372 0.0 -0.2 0.1 0.066
C -2.797 0.946 2.327 0.1 -0.2 0.5 -0.251
S -1.277 -0.055 2.295 0.9 0.8 -1.6 0.879
O -0.856 -0.100 0.835 -0.7 -0.1 0.9 -0.686
C -0.109 1.119 3.053 -0.5 -0.1 -0.4 -0.228
H -2.747 1.597 3.201 -0.2 -0.1 0.1 0.046
H -3.619 0.239 2.412 -0.1 0.1 0.1 0.039
H -2.934 1.549 1.433 0.4 -0.1 -0.1 0.050
H -0.246 2.136 2.683 -0.5 0.0 0.1 0.065
H 0.899 0.863 2.715 0.0 -0.5 0.4 0.043
H -0.295 1.001 4.119 0.4 0.3 0.1 0.050
C -1.329 2.555 -1.764 0.5 -1.0 0.1 -0.246
S -0.400 1.429 -2.871 0.2 -0.2 -0.1 0.846
O 0.962 1.286 -2.232 -1.2 -0.2 -0.2 -0.615
C -1.405 -0.075 -2.548 -0.3 -0.6 0.8 -0.241
H -1.423 2.016 -0.819 0.1 0.1 0.1 0.024
H -2.315 2.778 -2.161 0.1 0.2 -0.2 0.051
H -0.659 3.401 -1.647 -0.3 0.3 -0.1 0.048
H -2.156 -0.377 -3.281 0.2 0.7 -0.5 0.056
H -1.938 0.036 -1.601 0.2 0.1 0.1 0.030
H -0.796 -0.978 -2.454 0.5 0.3 -0.1 0.034

=====

No. 5
62
Properties=species:S:1:pos:R:3:forces:R:3:lowdin_charge:R:1 method="wB97M-V/def2-TZVPD" charge=+2 orbital_gap_ev="5.2630 / 4.8834" relative_energy_kj_mol=295.5 s2=3.77 multiplicity=4
Re -0.283 0.311 1.002 3.7 5.3 3.7 0.667
C -2.544 2.934 -4.426 -0.1 -0.3 -0.1 -0.017
C -2.573 2.570 -2.971 0.0 0.4 0.1 -0.212
C -2.169 1.304 -2.540 -0.3 -0.4 1.3 0.005
C -2.177 0.957 -1.177 -0.7 0.4 -2.2 -0.228
C -1.746 -0.435 -0.800 -4.8 4.9 -5.2 -0.326
C -2.584 1.920 -0.226 -0.9 0.1 1.4 -0.156
C -2.600 1.605 1.233 -1.8 2.3 -3.3 -0.137
O -2.042 0.639 1.737 -2.0 -0.7 0.1 -0.235
C -2.986 3.209 -0.650 -0.2 0.3 -0.8 -0.174
C -3.424 4.284 0.310 0.1 0.0 0.1 -0.027
C -2.975 3.513 -2.022 0.2 -0.5 0.5 0.038
H -2.385 2.053 -5.057 0.0 0.2 0.1 0.089
H -1.734 3.644 -4.619 -0.2 0.0 0.0 0.103
H -3.496 3.385 -4.724 0.2 0.1 0.0 0.100
H -1.846 0.570 -3.277 -0.1 0.1 0.2 0.125
H -1.574 -1.056 -1.687 -0.2 0.4 0.5 0.106
H -2.525 -0.936 -0.215 -3.2 3.0 -2.9 0.117
H -0.808 -0.407 -0.238 -2.2 -1.2 -5.1 -0.233
H -3.147 2.306 1.882 -0.2 -0.3 -0.2 0.137
H -2.649 4.467 1.061 -0.2 0.0 0.0 0.093
H -4.358 3.995 0.801 0.1 0.1 0.1 0.099
H -3.603 5.235 -0.204 0.0 -0.3 0.1 0.095
H -3.280 4.503 -2.360 0.1 -0.2 0.2 0.136
C 3.674 -4.078 3.134 0.6 -0.1 0.1 -0.051
N 2.755 -3.101 2.601 -1.2 0.4 -0.3 -0.039
C 2.958 -1.874 2.099 1.9 -0.5 0.1 -0.721
S 1.624 -0.974 1.647 0.2 -0.7 1.2 0.630
N 4.173 -1.329 1.939 -1.0 0.7 -0.3 -0.022
C 5.495 -1.863 2.165 0.4 -0.5 0.2 -0.047
H 3.096 -4.940 3.477 0.1 0.2 -0.1 0.104
H 4.216 -3.649 3.979 0.0 -0.3 -0.1 0.094
H 4.364 -4.400 2.353 0.0 -0.1 0.3 0.092
H 1.772 -3.344 2.654 0.4 0.1 -0.1 0.118
H 4.135 -0.398 1.541 0.0 -0.3 0.1 0.134
H 5.624 -2.093 3.224 0.3 0.0 -0.2 0.091
H 6.225 -1.103 1.873 -0.2 -0.2 0.1 0.107
H 5.641 -2.755 1.552 0.2 0.1 0.1 0.094
Te 0.734 -0.153 -1.485 4.8 1.9 -4.0 1.394
C 1.526 -0.514 -3.412 0.1 -1.3 -0.5 -0.933
C 1.494 -1.722 -4.093 -0.4 0.2 0.9 -0.260
C 2.100 -1.658 -5.353 0.5 0.6 -0.8 -0.191
C 2.606 -0.402 -5.661 -0.6 -1.7 0.2 -0.396
S 2.301 0.629 -4.367 0.5 1.9 0.1 0.961
H 1.048 -2.622 -3.691 0.0 0.0 0.0 0.095
H 2.167 -2.505 -6.023 0.0 0.1 0.0 0.110
H 3.110 -0.134 -6.580 0.0 0.3 0.3 0.082
N -0.265 -2.186 -0.245 0.2 -4.4 -0.1 -0.196
N -1.067 -1.540 0.708 1.8 -8.0 7.7 -0.338
H -0.632 -3.154 -0.392 0.5 0.8 -0.1 0.151
H 0.705 -2.250 0.141 -0.9 -0.2 -0.1 -0.006
H -1.055 -2.077 1.606 0.1 0.0 -0.5 0.144
H -2.040 -1.455 0.336 2.4 -2.9 3.4 0.043
N -1.993 1.326 4.017 0.9 0.5 0.7 0.127
C -0.739 0.859 3.865 -2.6 -1.4 2.6 -0.871
N -0.461 -0.259 4.560 0.4 0.2 -0.5 0.140
S 0.374 1.605 2.899 1.9 1.9 -0.5 0.698
H -2.678 0.876 4.604 0.1 0.0 0.1 0.139
H -2.266 2.165 3.520 0.3 -0.3 0.6 0.097
H -1.136 -0.720 5.151 0.0 0.1 0.0 0.128
H 0.466 -0.662 4.489 -0.2 0.2 0.0 0.099
H -0.542 1.880 0.333 1.3 -0.9 0.8 0.033

=====

No. 6
23
Properties=species:S:1:pos:R:3:forces:R:3:lowdin_charge:R:1 method="wB97M-V/def2-TZVPD" charge=+1 orbital_gap_ev=11.6421 relative_energy_kj_mol=98.4
C 0.273 -1.819 -0.708 -1.3 -1.0 -1.4 -0.039
C -0.938 -0.994 -0.376 0.8 0.7 1.5 -0.365
N -0.434 0.415 -0.033 -0.3 0.3 0.2 0.021
C 0.069 1.281 -1.127 0.9 -0.5 0.2 0.009
C -1.692 -1.490 0.853 -0.2 -0.5 -1.2 -0.029
H 0.863 -2.054 0.164 0.7 0.5 0.0 0.096
H -0.099 -2.797 -1.058 0.1 0.2 0.1 0.108
H 0.718 -1.398 -1.619 0.7 -0.1 0.6 0.093
H -1.587 -0.848 -1.214 -0.4 0.0 -0.5 0.145
H 0.306 0.361 0.667 -0.1 -0.2 0.2 0.180
H -1.209 0.916 0.404 0.1 0.1 0.1 0.146
H 0.237 2.262 -0.709 -0.7 0.5 -0.2 0.089
H -0.571 1.156 -1.980 -0.4 0.6 -0.3 0.109
H 1.061 0.976 -1.415 0.3 -0.6 -0.1 0.088
H -1.023 -1.728 1.673 0.0 0.4 0.3 0.096
H -2.542 -0.849 1.076 0.1 0.1 0.4 0.092
H -2.111 -2.444 0.547 -0.2 -0.2 0.1 0.098
H -1.494 2.958 1.980 0.0 0.2 0.1 0.048
H -0.883 4.204 1.319 0.0 -0.4 0.0 0.068
O -0.917 3.236 1.262 0.0 0.0 -0.1 -0.053
H 4.693 -0.790 0.331 -0.1 0.2 -0.4 0.048
H 3.477 -0.121 -0.439 0.6 -0.1 -0.4 0.013
O 3.802 -0.432 0.404 -0.5 -0.1 0.8 -0.060